(1)
120
Properties=species:S:1:pos:R:3:forces:R:3 method="wB97M-V/def2-TZVPD" homo_lumo_gap_ev=8.5376 smiles="CCP(CC=O)CCCCCCCCOC(C)=O.CCOS(C)(=O)=O.CCOS(C)(=O)=O.CCOS(C)(=O)=O.CCOS(C)(=O)=O.CCOS(C)(=O)=O" homo_energy_ev=-8.24 total_charge=0
S -2.9554 2.1637 -3.2359 -0.62 0.72 -0.02
S -5.5453 -3.1516 1.5396 0.62 -0.21 0.19
S -2.0922 -2.8555 -5.6803 0.00 0.90 -0.14
S -0.4052 -5.0565 -0.3705 0.03 0.00 -0.97
S 4.4486 6.6725 0.4231 0.18 -0.01 -0.67
P 5.4357 0.9902 2.8275 1.11 -0.23 0.23
O 4.4940 7.8866 -0.6070 -0.01 -0.26 -0.04
O -5.4425 -4.4068 2.5225 0.17 0.14 -0.03
O -6.1521 -2.0653 2.2493 -0.28 0.03 -0.09
O -1.7725 2.7754 -2.7182 0.20 -0.28 0.01
O 0.9047 -5.0305 0.2039 -0.08 -0.01 0.44
O 0.3175 2.2520 2.3020 0.26 -0.01 0.88
O -1.4754 3.5032 1.9387 -2.84 0.00 0.41
O 5.5921 -0.0921 -0.6397 -1.45 -2.98 -2.64
O -3.3568 -3.4994 -5.8389 -0.01 -0.34 0.10
O 3.1030 6.5031 0.8783 -0.03 0.07 0.28
O -6.0731 -3.5905 0.2854 -0.23 0.17 -0.06
O -1.5395 -4.5607 0.3529 0.29 -0.07 0.30
O -4.2265 2.7799 -2.5040 0.15 -0.11 -0.37
O -1.0211 -3.5044 -4.9824 -0.03 -0.31 0.03
O -3.0866 0.7376 -3.2769 0.15 0.09 0.29
O 5.5266 6.8053 1.3511 -0.09 -0.04 0.26
O -0.7162 -6.5318 -0.8821 0.04 0.20 -0.06
O -1.5608 -2.3907 -7.1100 0.05 0.07 0.11
C -3.2880 2.8248 -4.8349 -0.06 -0.02 -0.06
C 1.1654 -0.6888 1.3480 -0.30 -0.37 0.10
C -1.7277 -7.7207 1.0081 -0.07 0.26 0.06
C 5.1224 1.4791 1.0503 -0.70 0.11 0.12
C -0.2384 -0.1527 1.0451 0.49 0.43 0.16
C 2.1621 -1.5419 3.5665 -0.10 0.49 -0.37
C -3.8194 -2.8609 1.3700 -0.03 -0.08 0.08
C -0.3612 -4.2695 -1.9429 -0.06 -0.09 -0.05
C -0.4641 1.3502 3.0872 0.20 -1.65 0.44
C 3.8661 0.3040 3.5153 -0.09 0.18 -0.87
C -6.6384 -4.8327 3.1950 -0.58 -0.28 0.18
C 1.2253 -1.8293 2.3880 0.68 -0.21 -0.17
C -2.3456 -1.2484 -5.0025 0.10 -0.27 -0.09
C -0.5570 -7.6165 0.0494 -0.08 -0.51 0.50
C -1.0798 0.2243 2.2575 -0.67 0.61 -0.80
C 5.6570 2.6119 3.7233 -0.40 -0.44 0.32
C -7.5469 -5.6393 2.2871 -0.01 0.12 -0.23
C -0.9270 -3.3751 -7.9465 0.14 -0.49 -0.45
C -0.3067 3.3774 1.9641 2.11 0.90 -0.81
C 0.6055 4.4989 1.5407 -0.04 -0.26 -0.63
C -1.9364 -4.2746 -8.6331 -0.19 -0.07 0.19
C -4.5732 2.2701 -1.1990 -0.10 -0.13 0.84
C -3.6907 2.8441 -0.1081 0.21 -0.06 -0.24
C 5.9960 0.7089 0.0950 1.37 2.75 2.37
C 4.8790 9.9093 0.7246 0.11 -0.19 0.17
C 3.5952 -1.1583 3.1169 -0.30 0.13 0.86
C 6.8828 2.5982 4.6429 -0.44 0.61 -0.18
C 4.8387 5.3966 -0.7279 -0.01 0.02 -0.11
C 3.9387 9.1473 -0.1887 -0.13 0.68 0.27
H 6.8222 3.5008 5.2504 0.26 0.07 0.12
H 0.2288 0.8992 3.7964 0.29 0.17 -0.02
H 2.1838 -2.3555 4.2887 -0.06 -0.23 -0.13
H -0.3648 -2.8159 -8.6927 -0.06 0.22 0.14
H -4.0581 2.5481 0.8742 -0.05 0.00 -0.03
H -3.3599 3.9066 -4.7580 0.02 -0.02 0.04
H 2.9663 8.9927 0.2818 0.04 -0.18 -0.01
H -1.3046 -4.4401 -2.4545 0.02 -0.01 0.00
H -2.0272 0.6080 1.8674 -0.10 -0.06 -0.02
H -4.5414 1.1792 -1.2034 0.06 0.01 -0.18
H 3.0096 0.9160 3.2213 -0.01 0.15 0.07
H -3.0301 -0.7011 -5.6448 -0.03 -0.06 0.02
H -2.7807 -1.3727 -4.0131 0.05 -0.08 -0.15
H -1.3872 -0.7410 -4.9319 -0.01 -0.04 0.03
H 0.3883 -7.5170 0.5858 0.01 0.17 -0.08
H -3.3419 -3.7625 0.9960 -0.09 0.10 0.03
H -3.6614 3.9321 -0.1614 -0.07 -0.01 0.05
H 7.8159 2.6208 4.0890 0.13 -0.19 -0.01
H 5.7896 5.6294 -1.2004 0.00 0.02 0.03
H -1.2371 1.8263 3.6819 0.01 0.50 -0.22
H 4.0421 5.3322 -1.4645 0.00 0.01 0.02
H 0.4678 -4.6751 -2.5155 -0.02 0.00 -0.01
H 5.6712 3.4595 3.0422 0.13 0.02 -0.16
H -1.6473 -8.6293 1.6056 0.04 -0.03 -0.06
H -6.9926 -6.4467 1.8081 0.00 -0.03 0.08
H -0.1044 0.7770 0.4907 -0.03 -0.04 -0.27
H 7.0743 0.9705 0.0950 0.10 0.07 0.23
H 4.4946 10.9126 0.9103 -0.04 -0.01 -0.07
H -3.4147 -2.5809 2.3395 -0.03 0.00 0.00
H 3.9451 0.3543 4.6023 0.09 0.11 0.04
H 4.9912 9.4051 1.6842 -0.02 0.02 -0.01
H -2.6663 2.4880 -0.2065 -0.01 0.00 0.06
H 1.7410 -0.6877 4.1009 0.02 0.04 0.21
H 6.8534 1.7551 5.3238 0.13 -0.25 -0.02
H 3.7302 -1.3496 2.0536 0.04 0.13 -0.11
H 1.4994 4.1437 1.0359 0.23 -0.03 0.34
H 4.0872 1.3081 0.7447 -0.07 -0.07 0.11
H -2.6714 -7.7357 0.4622 0.03 -0.08 -0.02
H -5.6082 2.5622 -1.0292 0.00 0.08 -0.30
H 3.7699 9.7166 -1.1012 0.06 -0.24 -0.14
H 0.0487 5.0758 0.8110 -0.10 0.18 -0.02
H 1.6280 -2.6973 1.8655 -0.28 -0.30 0.11
H 1.5610 -1.0696 0.4072 0.18 0.11 -0.08
H -1.3512 -0.6254 2.8781 0.21 -0.07 0.27
H -3.6910 -2.0470 0.6587 -0.10 0.00 -0.02
H -0.2160 -3.2046 -1.7713 0.01 -0.02 0.08
H 4.7941 2.7683 4.3752 -0.21 -0.01 -0.16
H -2.4584 2.5483 -5.4823 0.04 -0.02 0.06
H -2.6973 -3.6814 -9.1405 0.06 0.02 -0.05
H -6.3090 -5.4511 4.0288 0.25 0.08 -0.06
H -0.4935 -8.5209 -0.5534 0.01 0.17 -0.22
H -7.1611 -3.9719 3.6161 0.11 0.10 -0.10
H -8.3729 -6.0642 2.8589 0.05 0.00 0.06
H 5.8709 9.9849 0.2785 -0.04 0.06 -0.05
H 0.8419 5.1637 2.3653 0.20 -0.13 0.17
H -0.7705 -0.8160 0.3655 -0.18 -0.26 0.19
H 0.2388 -2.0782 2.7682 -0.16 -0.14 -0.06
H -1.7579 -6.8687 1.6873 0.02 -0.02 0.00
H 1.8225 0.1244 1.6530 -0.09 0.16 0.00
H -2.4479 -4.9138 -7.9139 0.02 0.00 -0.01
H -1.4381 -4.9140 -9.3626 0.06 0.06 -0.01
H 4.3076 -1.7789 3.6591 0.17 -0.10 -0.20
H -4.2159 2.3972 -5.2053 -0.01 0.00 0.03
H -0.2076 -3.9556 -7.3663 -0.07 0.08 0.15
H 4.9141 4.4655 -0.1700 -0.03 0.07 0.05
H -7.9651 -5.0176 1.4959 0.00 0.00 0.02
H 5.3189 2.5442 0.9185 0.17 0.07 0.18

=====

(2)
117
Properties=species:S:1:pos:R:3:forces:R:3 method="wB97M-V/def2-TZVPD" homo_lumo_gap_ev=6.6231 homo_energy_ev=-10.01 total_charge=+1
S 5.0896 -6.0946 -5.3018 -0.72 -0.60 0.53
S 4.9046 -2.3077 -1.8845 -0.29 0.04 0.33
S 7.6787 -2.9656 -2.5943 0.17 -0.06 0.26
O -4.3078 2.8468 3.4697 0.20 0.05 -0.04
O -2.9902 -1.8554 -0.8662 0.19 -0.02 -0.14
O -0.5164 2.4516 6.6790 0.13 0.04 -0.02
O -7.1773 -0.1390 6.2299 -0.04 0.03 -0.13
O -0.7611 2.5056 -3.3036 -0.05 0.10 0.01
O -7.0536 -0.7010 3.3453 0.07 0.07 0.08
O -3.5023 3.4892 -2.8917 0.12 -0.03 -0.10
O 1.9350 2.7222 8.2829 -0.12 0.07 -0.11
O -0.2600 -2.8445 -1.2712 -0.01 0.13 0.01
O 5.8526 -4.8004 -7.7150 0.77 0.43 0.13
O -2.1071 2.7498 1.5201 -0.04 -0.13 0.08
O 3.5808 -4.8527 -7.1690 -1.47 -0.07 -0.64
N 6.5507 -0.8890 -3.7083 -1.32 0.76 1.99
C -3.6825 3.4832 -4.2973 -0.08 0.02 0.04
C -7.5054 -1.3836 5.6340 0.18 0.02 0.23
C 3.6442 -3.1457 -2.8893 0.30 -0.18 -0.11
C -6.1230 0.3623 3.2238 0.00 -0.03 -0.06
C -1.7941 1.4555 2.0028 0.05 0.02 -0.06
C 5.2917 -0.2302 -4.1089 0.32 0.13 -0.80
C -3.3770 3.2679 4.4541 -0.06 0.00 0.12
C 3.9449 -4.5896 -3.2640 -0.44 0.00 -0.59
C 6.9179 -4.0401 -7.1041 0.33 -0.13 -0.16
C 1.7701 4.1293 8.2329 0.06 -0.02 0.05
C 6.3984 -1.9943 -2.8578 0.35 -0.62 -1.08
C 8.7357 0.4004 -3.7170 -0.80 -0.18 0.26
C -4.2522 3.6162 2.2794 -0.25 -0.20 0.07
C -1.5110 2.3465 -2.1057 0.09 -0.24 -0.15
C -3.1652 -1.8895 -2.2732 -0.12 0.02 0.05
C 5.2466 -4.7906 -4.0211 0.43 -0.16 0.39
C 0.7674 2.0328 8.7015 0.26 -0.11 0.03
C 4.6330 -0.9360 -5.2780 0.31 -0.04 0.26
C -3.4816 2.9043 1.1903 0.21 0.24 -0.14
C -6.7163 -1.6257 4.3654 -0.20 -0.08 -0.20
C -1.0077 -3.0064 -0.0700 0.05 -0.28 -0.08
C -2.4943 -3.0761 -0.3393 -0.16 0.19 0.17
C 7.4192 0.1115 -2.9716 1.20 0.00 -0.74
C 0.0099 1.4449 7.5312 -0.27 0.06 0.06
C -0.3609 3.8453 -3.5357 0.08 -0.01 -0.02
C 0.1316 -1.5011 -1.4868 0.19 -0.01 -0.03
C -8.1166 0.8851 5.9515 0.01 0.00 0.07
C 0.2643 2.6700 5.5195 -0.06 -0.01 -0.04
C -2.9973 2.2671 -2.3795 -0.13 0.20 0.17
B 4.8355 -5.1203 -6.9242 0.92 -0.17 -0.14
H 1.3296 2.7366 5.7506 0.00 -0.02 0.02
H -2.3058 -2.3355 -2.7792 0.01 -0.02 0.01
H -3.7257 4.1840 4.9424 0.05 0.02 -0.01
H -5.8559 0.7893 4.1901 0.01 -0.01 0.02
H -1.2955 3.1540 -1.4001 -0.04 0.02 0.01
H -3.8208 4.6026 2.4729 0.05 -0.01 -0.01
H -0.7871 -2.1958 0.6307 -0.01 0.04 -0.01
H 3.3480 -2.5736 -3.7476 0.04 0.32 -0.40
H -3.5145 2.0762 -1.4364 0.01 -0.09 -0.02
H 6.5511 -3.1035 -6.7075 -0.26 0.23 0.13
H -1.7561 0.7364 1.1746 -0.05 -0.05 0.04
H -6.5831 1.1415 2.6180 -0.03 -0.03 -0.02
H 0.6527 0.7601 6.9695 0.04 0.02 -0.01
H -0.0559 3.6103 5.0722 -0.05 -0.01 0.02
H -0.8392 0.8710 7.9150 0.03 -0.02 0.01
H -7.2537 -2.1642 6.3591 -0.02 -0.02 -0.03
H 0.9738 -1.2426 -0.8330 -0.04 0.09 0.02
H 1.7959 4.5529 9.2423 -0.05 0.04 -0.02
H 0.4536 -1.4016 -2.5240 -0.02 -0.06 -0.01
H -7.6563 1.8366 6.2130 0.03 -0.03 0.04
H -3.0133 -3.2582 0.6064 0.01 -0.03 0.00
H 6.0034 -5.1399 -3.3355 0.41 -0.16 0.04
H -4.0698 -2.4516 -2.5266 0.04 -0.02 -0.07
H -2.5193 1.1131 2.7446 -0.01 0.00 0.00
H 3.4909 -4.5029 -8.0771 -0.25 0.13 0.47
H 4.6093 -0.0445 -3.2856 -0.07 -0.25 0.32
H 5.1880 -0.7270 -6.1806 0.06 0.14 -0.37
H -9.0181 0.7520 6.5593 -0.03 0.01 -0.05
H -3.5221 3.5087 0.2786 -0.08 0.02 0.02
H -8.3917 0.9063 4.8949 0.00 -0.01 -0.01
H -5.2122 0.0196 2.7178 0.03 0.03 0.05
H 2.7624 -3.1800 -2.2648 -0.16 0.18 0.47
H 0.8340 4.4111 7.7461 -0.02 -0.01 0.01
H 3.9237 -5.2139 -2.3843 0.16 -0.21 0.28
H 1.0911 1.2165 9.3545 -0.04 0.00 0.01
H -0.8111 1.5045 2.4701 0.02 0.04 -0.04
H 8.8276 -0.3183 -4.5124 0.18 -0.16 -0.41
H 7.4134 -4.5976 -6.3186 0.05 -0.22 0.23
H 5.5704 0.7395 -4.4930 0.17 0.40 0.07
H 5.6500 -3.9105 -4.4900 -0.03 0.32 -0.24
H -1.1806 4.5482 -3.3754 -0.02 -0.01 0.02
H -1.1851 1.4075 -1.6466 -0.04 0.02 0.06
H -6.9566 -2.6251 3.9878 0.02 -0.01 0.04
H -3.2998 2.4837 5.2055 -0.05 -0.02 -0.02
H 0.1007 1.8642 4.7939 0.07 0.00 -0.02
H 9.5775 0.2701 -3.0577 0.35 0.12 0.19
H 3.6092 -0.6088 -5.3824 -0.32 0.01 -0.19
H 6.8758 1.0320 -2.8208 -0.44 0.14 -0.09
H -3.2278 1.4401 -3.0588 0.08 0.01 -0.06
H -2.8200 3.0568 -4.8145 0.01 -0.02 0.01
H 6.3170 -6.6226 -5.4540 0.17 0.44 0.01
H 0.1179 2.6919 9.2851 -0.04 0.02 -0.04
H 0.4769 4.1154 -2.8834 -0.03 0.04 0.02
H 3.1191 -4.9256 -3.8887 -0.29 -0.02 -0.05
H 4.6649 -2.0054 -5.1445 -0.19 -0.47 0.03
H -3.2816 -0.8647 -2.6216 -0.04 0.02 0.06
H -8.5793 -1.4459 5.4331 -0.01 0.02 -0.05
H 7.6543 -3.8110 -7.8515 0.17 -0.05 -0.44
H -2.7238 -3.9070 -1.0132 0.04 -0.01 -0.02
H -0.6869 -0.8016 -1.3111 -0.03 -0.03 0.01
H -3.9333 1.9306 0.9720 -0.04 -0.01 0.06
H 7.6649 -0.2540 -1.9892 -0.13 -0.31 0.31
H -5.2821 3.7613 1.9379 0.02 0.03 -0.03
H -0.0341 3.9213 -4.5720 0.01 -0.06 0.00
H -5.6426 -1.5949 4.5775 0.01 0.04 0.03
H -3.8102 4.5152 -4.6197 -0.03 0.01 0.05
H 8.7171 1.4029 -4.1147 0.24 0.27 -0.23
H 2.6008 4.5403 7.6612 0.03 -0.04 0.03
H -4.5823 2.9187 -4.5644 0.03 -0.03 -0.05
H -2.3861 3.4419 4.0296 -0.01 0.00 -0.04
H -0.6872 -3.9456 0.3904 -0.01 0.01 0.01